1.
Entry from OMol25: a molecular structure, C14H28N4O2PdSi2 (wB97M-V/def2-TZVPD).

Structure (XYZ):
```
51
C14H28N4O2PdSi2 wB97M-V/def2-TZVPD
Pd -0.4895 -0.5486 0.0060
C 2.0514 -3.4710 0.0137
Si 2.8247 -1.7706 0.0043
C 3.7796 -1.6070 1.5918
C 3.7699 -1.6196 -1.5903
N 1.5307 -0.4193 0.0030
C 1.9366 0.8150 -0.0006
C 3.3220 1.2399 -0.0046
C 3.6269 2.5431 -0.0084
C 2.6019 3.5733 -0.0083
C 1.3011 3.2686 -0.0043
C 0.8742 1.8802 -0.0002
N -0.3480 1.4646 0.0045
Si -1.9350 2.5098 0.0079
C -2.7623 2.0340 -1.5836
C -2.7473 2.0462 1.6107
C -1.6729 4.3522 -0.0001
H 2.9096 -4.1488 0.0137
H 1.4898 -3.7269 -0.8859
H 1.4957 -3.7194 0.9191
H 4.4355 -2.4768 1.6788
H 3.1101 -1.6233 2.4547
H 4.4063 -0.7224 1.6786
H 4.4251 -2.4901 -1.6745
H 4.3962 -0.7357 -1.6876
H 3.0952 -1.6423 -2.4489
H 4.1101 0.5076 -0.0049
H 4.6655 2.8468 -0.0116
H 2.9102 4.6101 -0.0114
H 0.5616 4.0460 -0.0041
H -2.9420 0.9670 -1.6845
H -2.1834 2.3745 -2.4440
H -3.7307 2.5379 -1.6312
H -2.9258 0.9800 1.7216
H -3.7154 2.5501 1.6634
H -2.1606 2.3936 2.4629
H -1.1860 4.7338 -0.8977
H -1.1753 4.7400 0.8889
H -2.6852 4.7690 0.0045
C -4.9817 -3.1462 -0.0213
O -4.3306 -1.8478 -0.0155
C -3.0435 -1.7487 -0.0092
O -2.5248 -0.6148 -0.0044
N -2.2542 -2.8473 -0.0077
N -0.8597 -2.6271 -0.0013
H -6.0424 -2.9267 -0.0259
H -4.7238 -3.6943 0.8841
H -4.7151 -3.6906 -0.9264
H -2.5985 -3.7953 -0.0116
H -0.4450 -3.0588 -0.8239
H -0.4515 -3.0638 0.8219
```

- frontier orbital gap (hartree) = 0.2664
- charge = +2
- highest occupied orbital energy (eV) = -15.18

2.
Entry from OMol25: C5H4N2O2S in the gas phase (wB97M-V/def2-TZVPD).

Structure (XYZ):
```
14
C5H4N2O2S wB97M-V/def2-TZVPD
C -1.5075 -0.9452 -0.0427
C -0.0551 -0.6414 0.0610
C 2.0632 -1.4151 0.0847
C 2.5465 -0.1166 0.0653
C 0.4588 0.6746 -0.0462
H -3.1811 -0.2309 0.5325
H 2.4188 -2.3189 0.0701
H 3.6145 0.1203 0.1377
H 0.4232 3.0881 -0.1308
N 0.8173 -1.6147 0.0686
N 1.7652 0.9251 -0.0273
O -2.2526 0.0708 0.5203
O -1.9209 -1.9482 -0.4470
S -0.5626 2.1157 -0.1386
```

- frontier orbital gap (hartree) = 0.3319
- SMILES = O=C(O)c1nccnc1S
- highest occupied orbital energy (eV) = -9.10
- ΔE to the lowest compared entry with this formula, charge and spin (eV) = 0.459

3.
Entry from OMol25: a molecular structure, C42H39BF2N6O4RuS2 (wB97M-V/def2-TZVPD).

Structure (XYZ):
```
97
C42H39BF2N6O4RuS2 wB97M-V/def2-TZVPD
Ru -1.3071 -0.2051 0.4331
C 0.9220 -3.4743 -0.5078
C 0.8573 -2.3035 0.4131
N -0.5065 -2.0319 0.8480
N -0.7965 -2.7191 1.9249
C -1.8191 -2.3301 2.6171
S -2.8162 -0.8975 2.4456
S -2.2062 -3.2794 4.0577
C -0.6849 -4.2457 4.3422
C -0.2276 -5.3565 3.4353
C 0.9771 -5.2984 2.7405
C 1.4534 -6.3607 1.9900
C 0.6974 -7.4994 1.9000
C -0.4880 -7.6270 2.6665
C -0.9198 -6.5634 3.4147
C 1.8140 -1.4856 1.0000
C 3.2003 -1.8477 1.0227
C 4.1521 -1.1094 1.6830
C 3.7545 0.0270 2.3943
C 2.4560 0.4118 2.3672
C 1.5009 -0.2813 1.6626
O 0.2457 0.2012 1.6443
H 0.4296 -4.3554 -0.0276
H 1.9195 -3.7526 -0.8502
H 0.4070 -3.3392 -1.4669
H -0.9321 -4.7147 5.2949
H 0.1173 -3.5381 4.5033
H 1.5157 -4.3561 2.7472
H 2.2962 -6.1978 1.3473
H 1.0169 -8.3302 1.2949
H -1.0465 -8.5895 2.6783
H -1.8215 -6.6750 4.0290
H 3.4308 -2.7671 0.5234
H 5.2084 -1.4278 1.5435
H 4.4888 0.6406 2.9148
H 2.1300 1.2978 2.8777
F -4.6256 -4.0061 -1.1688
C -4.3166 -2.6653 -1.1769
C -2.9986 -2.2980 -0.9094
C -2.7247 -0.9496 -0.7663
C -3.6297 0.0467 -1.2179
C -4.8767 -0.4050 -1.5998
F -5.9026 0.4610 -1.9794
C -5.2845 -1.7398 -1.5145
C -3.1587 1.4321 -1.1128
C -3.6620 2.4997 -1.7691
C -2.9893 3.6969 -1.7319
C -1.7955 3.7484 -0.9720
C -1.4514 2.6838 -0.2322
N -2.1094 1.5520 -0.2704
H -2.3616 -3.1246 -0.7296
H -6.2823 -1.9450 -1.7814
H -4.5444 2.4910 -2.3677
H -3.4064 4.5910 -2.2013
H -1.2191 4.6593 -0.8964
H -0.5824 2.6484 0.3360
C 4.3744 2.6578 -6.0344
C 2.9282 2.2470 -6.0091
C 2.7863 1.0863 -6.9974
C 2.1472 3.4540 -6.5211
C 2.4755 1.8998 -4.5650
C 2.9823 2.5966 -3.4715
C 2.5788 2.3427 -2.1691
C 1.5543 1.4429 -1.9897
O 0.9756 1.0305 -0.8252
B -0.0292 0.1536 -1.1830
O -0.0348 -0.0700 -2.5388
C 0.9817 0.7775 -3.0716
C 1.4336 0.9633 -4.3771
H 4.7451 2.7500 -7.0547
H 5.0383 1.9820 -5.4770
H 4.4694 3.6681 -5.6073
H 3.2171 1.3265 -7.9507
H 1.7534 0.8248 -7.2290
H 3.3083 0.1810 -6.6531
H 2.4609 3.7429 -7.5212
H 2.2530 4.2820 -5.8315
H 1.0882 3.2141 -6.5509
H 3.7911 3.3214 -3.6386
H 3.0925 2.8031 -1.3465
H 0.9791 0.3501 -5.1837
C 0.4097 4.6448 5.8546
N -0.6436 4.1445 4.9890
C -1.6804 3.4811 5.5562
C -2.6978 2.9719 4.8841
C -2.5420 3.0671 3.4338
N -1.5466 3.6582 2.8153
C -0.5143 4.2205 3.6111
O 0.4987 4.6727 3.1122
N -3.5613 2.5376 2.7120
H -0.0892 5.1061 6.7548
H 1.0630 5.3120 5.2335
H 1.0508 3.7899 6.1670
H -1.5658 3.5009 6.6516
H -3.5469 2.5399 5.3646
H -4.0229 1.7209 3.0825
H -3.4593 2.6081 1.7323
```

- frontier orbital gap (alpha / beta) (hartree) = 0.1430 / 0.2292
- charge = -1
- multiplicity = 6
- highest occupied orbital energy (alpha / beta) (eV) = -1.55 / -5.32
- ΔE to the lowest compared entry with this formula, charge and spin (eV) = 2.600

4.
Entry from OMol25: C7H14ClNS in the gas phase (wB97M-V/def2-TZVPD).

Structure (XYZ):
```
24
C7H14ClNS wB97M-V/def2-TZVPD
C 0.6484 -0.2818 0.1162
C -0.6052 0.0695 -0.1090
C 2.5678 1.2047 0.0613
C 2.4697 -0.6254 -1.5789
C -1.4603 -1.0273 1.9044
C 1.6937 0.3703 -0.7925
C -3.1122 -0.2205 0.0667
N -1.7364 -0.2573 0.6694
S -3.9770 1.4458 0.1240
Cl -2.9979 -0.9656 -1.5388
H 0.9045 -1.0937 0.7368
H -0.8797 0.8415 -0.8742
H 3.3772 0.5698 0.6578
H 3.0598 1.9952 -0.5556
H 1.9431 1.7241 0.7253
H 3.2561 -1.0452 -0.9119
H 1.7155 -1.1089 -2.2156
H 2.9343 -0.0668 -2.3552
H -2.1257 -0.9521 2.7604
H -1.6781 -2.0962 1.7660
H -0.4572 -0.7597 2.3463
H 0.9938 0.9819 -1.5325
H -3.6251 -0.9578 0.7174
H -2.9090 2.2554 -0.1880
```

- frontier orbital gap (hartree) = 0.3173
- SMILES = CC(C)/C=C/N(C)[C@@H](S)Cl
- highest occupied orbital energy (eV) = -7.94
- ΔE to the lowest compared entry with this formula, charge and spin (eV) = 0.150